[1]
Molecular formula: C5H3ClF2N2
Method: DFT, the ωB97M-V functional and the def2-TZVPD basis

As for the spin multiplicity: 1. As for the HOMO energy: -0.34213 Ha.

The geometry in XYZ format:
```
13
Properties=species:S:1:pos:R:3:forces:R:3
C -1.916 -0.571 1.242 2.2124 2.3434 -1.5549
C -1.846 0.825 0.810 -2.1506 -1.4412 -0.2531
C -0.697 -1.088 0.828 1.2018 0.0526 -0.5105
C 1.737 -0.270 -0.610 -5.9094 -0.0013 3.7126
C 2.124 0.511 -1.554 -0.5397 1.7676 -1.4381
N -0.760 1.082 0.182 3.0279 0.0160 -1.2624
N -0.032 -0.032 0.232 3.1975 -0.9610 -1.6124
F 2.312 -1.190 0.073 0.5357 -0.3682 0.0500
F 3.354 0.438 -1.993 0.9867 -0.1206 -0.4544
Cl 1.154 1.703 -2.338 0.4245 -0.6031 0.4128
H -2.695 -0.906 1.814 -1.5368 -1.4052 1.0738
H -2.616 1.549 0.521 -0.1730 -0.3007 1.2948
H -0.118 -2.052 0.793 -1.2768 1.0218 0.5417
```
Positions in Å, forces in eV/Å.

Here are the natural (NBO) charges for atoms 1 to 6, given in e:
1 C -0.346
2 C -0.064
3 C -0.075
4 C 0.536
5 C 0.207
6 N -0.270

---

[2]
Molecular formula: C4H8S2
Method: DFT, the ωB97M-V functional and the def2-TZVPD basis

As for the spin multiplicity: 1. As for the SMILES: CC1=C(S)C1.S. As for the HOMO energy: -0.30112 Ha.

The geometry in XYZ format:
```
14
Properties=species:S:1:pos:R:3:forces:R:3
C 0.364 -0.475 -1.676 -0.1341 -0.4729 0.2956
C -0.245 -0.123 -0.390 2.1079 0.0874 1.3701
C 0.599 -1.157 -0.376 -1.8461 1.1013 0.4588
C -0.420 1.130 0.342 -1.7664 2.6471 0.3673
S 2.924 1.332 0.273 -3.2823 -0.4108 0.4304
S 1.270 -2.644 -0.022 0.4183 -1.0563 0.7961
H -0.330 -1.071 -2.183 -0.4768 -0.3028 -2.3301
H 1.163 0.100 -2.101 0.2980 0.1538 -0.5792
H 1.865 0.371 0.742 1.4073 2.1777 -1.1144
H -0.259 0.999 1.395 0.4901 -0.2364 0.6243
H -1.469 1.603 0.384 1.2895 -0.8187 -0.7380
H 0.284 1.984 -0.005 -1.0777 -1.5685 0.2722
H 3.573 0.342 0.701 2.3371 -1.7632 0.6849
H 0.858 -2.875 1.266 0.2352 0.4625 -0.5381
```
Positions in Å, forces in eV/Å.

Here are the natural (NBO) charges for atoms 1 to 6, given in e:
1 C -0.426
2 C -0.013
3 C -0.214
4 C -0.660
5 S -0.323
6 S 0.135

---

[3]
Molecular formula: C4H37N2O14
Method: DFT, the ωB97M-V functional and the def2-TZVPD basis

As for the spin multiplicity: 1. As for the HOMO energy: -0.44314 Ha. The total charge is +1.

The geometry in XYZ format:
```
57
Properties=species:S:1:pos:R:3:forces:R:3
N -0.532 -1.212 1.431 2.2686 1.9919 0.8061
C -1.077 -0.498 0.273 -2.6525 0.5144 -0.8866
C -0.060 -0.331 -0.854 0.3050 -0.0380 0.4711
N -0.218 0.584 -1.819 0.0871 -0.2335 -0.0050
C -1.436 1.135 -2.324 -2.8277 1.2561 -0.4427
C -1.789 0.632 -3.753 -0.2292 1.6326 0.5898
O 0.984 -0.972 -0.807 0.3287 -0.4223 0.4077
H -1.015 -1.138 2.337 -0.6890 -0.2061 -0.6411
H 0.350 -0.686 1.758 -0.7662 -1.5209 -0.9515
H -0.323 -2.216 1.126 0.6014 0.7141 0.6336
H -2.023 -0.994 0.000 0.7728 -0.8132 -0.5540
H -1.642 0.432 0.439 1.2637 0.3403 0.8902
H 0.594 0.603 -2.487 -0.9515 -0.0140 0.6686
H -2.444 0.941 -1.792 2.2953 -0.0822 0.2732
H -1.413 2.271 -2.372 0.3026 -1.2091 0.1548
H -2.867 0.773 -3.819 -0.1250 0.2199 -0.3686
H -1.677 -0.452 -3.814 0.7802 0.2325 -0.5971
H -1.321 1.367 -4.468 -0.2001 -1.7474 0.1135
H 4.878 0.469 -1.089 0.4372 -0.4759 0.3225
H 4.647 -0.136 0.369 0.4273 -0.1614 -0.1752
O 4.290 0.406 -0.334 -0.8058 0.6979 -0.2498
H 0.602 3.081 1.287 0.4211 0.2921 -0.6236
H 1.230 2.007 0.263 0.3827 0.7607 -0.2878
O 0.649 2.168 1.006 -0.7131 -1.0191 0.9041
H -4.638 0.232 2.808 -0.6412 0.3959 -0.1968
H -3.962 0.673 1.430 -0.6695 0.1256 -0.0492
O -3.827 0.370 2.327 1.0212 -0.1346 0.2915
H -0.613 0.121 4.310 -0.3989 -0.3671 -0.7122
H 0.052 -0.964 4.931 0.2990 -0.8619 0.2616
O -0.667 -0.860 4.309 -0.3032 0.6456 0.3121
H 1.920 -2.484 -1.992 -0.1407 0.1299 0.2468
H 1.850 -3.668 -2.951 -0.0120 -0.1332 0.3805
O 1.840 -3.447 -2.008 0.0223 0.0626 -0.3884
H 1.377 3.816 -1.665 -0.2501 0.0502 0.0249
H 0.046 4.340 -2.252 -0.4020 -0.0164 0.1371
O 0.994 4.391 -2.344 0.5475 -0.1494 -0.1845
H -0.030 2.328 4.351 0.2055 -0.0475 -0.1745
H 0.942 1.801 3.256 -0.0765 0.0128 -0.2976
O 0.296 1.529 3.914 -0.1139 0.5455 0.4995
H 2.747 -0.710 3.433 -0.0954 -0.3297 0.2565
H 1.870 -1.990 3.686 0.1919 -0.1279 0.3593
O 2.094 -1.309 3.055 -0.0103 0.4938 -0.7442
H 2.497 0.776 -3.846 0.4372 -0.2837 0.0358
H 1.460 1.843 -4.096 -0.1322 -0.4514 0.1310
O 1.550 0.902 -3.851 0.0225 0.9121 -0.5376
H 3.340 3.268 -1.708 -0.1160 -0.2712 0.6425
H 3.458 2.140 -0.628 0.0938 -0.1434 0.0361
O 2.936 2.911 -0.894 0.0801 0.3034 -0.5640
H -0.556 -3.877 0.190 -0.0137 -0.4513 -0.2793
H 0.934 -3.570 -0.078 -0.1152 0.0135 -0.1529
O 0.266 -3.639 0.626 -0.1091 0.0242 0.1478
H -3.878 -1.692 2.031 1.0804 -0.3111 0.4464
H -2.617 -2.366 2.779 -0.8873 0.2626 -0.1649
O -3.069 -2.233 1.929 -0.0556 -0.5041 -0.2195
H -3.477 -1.336 -2.088 0.8019 0.5207 -0.3422
H -4.590 -1.395 -1.240 -0.1556 0.8099 0.6436
O -3.850 -0.776 -1.396 -0.8187 -1.4339 -0.2975
```
Positions in Å, forces in eV/Å.

Here are the natural (NBO) charges for atoms 1 to 6, given in e:
1 N -0.735
2 C -0.372
3 C 0.678
4 N -0.637
5 C -0.244
6 C -0.626